# 1
Molecular formula: C6H10N2
Method: DFT, ωB97M-V/def2-TZVPD

Each line ends with the Mulliken charge.
CARTESIAN COORDINATES (ANGSTROEM)
C -1.9945 0.6839 -0.0598  -0.27
H -0.3824 1.6975 -0.9597  0.28
H -0.9947 2.3311 0.5573  0.33
H -2.7152 1.6438 -0.4925  0.16
C 2.6178 -0.2385 -0.2880  -1.07
H 3.1325 -0.6097 0.8525  0.21
H 2.7507 -1.2453 -0.8895  0.30
C 1.1580 -0.2442 0.2812  0.74
H 1.5045 1.8585 -0.2488  0.29
N 0.4423 -1.2719 0.0303  -0.51
H -1.2155 -2.6034 -0.0648  0.35
H 3.0104 0.6533 -0.5841  0.45
H -1.0002 -1.7278 1.2717  0.41
H -3.1193 -1.1838 -0.2648  0.39
C -0.6413 1.4597 0.0935  -0.47
C -1.0192 -1.5550 0.2581  -0.72
N 0.6725 1.0042 0.6264  -0.53
C -2.2062 -0.6523 -0.1192  -0.32

* HOMO level: -8.65 eV
* gap between HOMO and LUMO: 8.6 eV
* E_LUMO: -0.02 eV
* energy relative to the best compared isomer or geometry (same formula, charge and spin): 144.74 kcal per mole

---

# 2
Molecular formula: C6H18NO4
Method: DFT, ωB97M-V/def2-TZVPD

Each line ends with the Mulliken charge.
CARTESIAN COORDINATES (ANGSTROEM)
H 1.4652 1.5169 0.3851  0.52
H 2.7211 0.3886 1.7130  0.36
C 2.1313 -0.3199 -0.5388  -0.25
O -1.7633 0.4980 -2.2891  -0.78
H 3.9642 0.6835 0.2655  0.30
O 2.8974 1.1930 2.3086  -0.69
H 2.1594 1.4213 2.8352  0.32
H -3.0109 1.0170 0.4085  0.24
C -3.1481 -1.0277 0.9261  -0.36
H -1.0712 1.5864 1.3608  0.50
C 3.4452 -0.2512 -0.2855  -0.92
H 0.8374 -0.3919 1.7752  0.50
O 0.7297 -1.0360 -4.1343  -0.65
H 0.4426 0.9256 -0.7585  0.47
C -1.2371 0.5564 1.3438  -1.20
H 1.6984 -1.0539 -1.3233  0.31
H -1.7537 0.2871 -1.2316  0.57
H 0.0088 -1.2302 -3.5827  0.31
H 4.1732 -1.0368 -0.5157  0.25
H -2.4178 -1.9052 1.1317  0.18
H -2.7246 0.5444 -2.5468  0.26
C 1.0461 0.5819 0.0662  -1.02
O -3.8560 -0.7808 2.0115  -0.84
C 0.0925 -0.0791 1.0296  -0.06
H -3.9620 -1.1496 0.0598  0.20
H -1.6562 0.2838 2.3487  0.30
N -2.3715 0.2396 0.3502  -0.36
H 1.2548 -0.2524 -3.7720  0.32
H -0.0949 -1.2089 0.6588  0.20

* HOMO level: -3.18 eV
* gap between HOMO and LUMO: 6.3 eV
* E_LUMO: 3.11 eV
* charge: -1
* energy relative to the best compared isomer or geometry (same formula, charge and spin): 85.85 kcal per mole

---

# 3
Molecular formula: C6H11N
Method: DFT, ωB97M-V/def2-TZVPD

Each line ends with the Mulliken charge.
CARTESIAN COORDINATES (ANGSTROEM)
C 0.2406 0.6063 -1.4000  -0.44
N -0.6837 -1.8034 1.4780  -0.56
H 1.7838 0.3568 0.6317  0.34
C -0.0662 0.8645 -0.0035  0.95
H -1.3140 2.5203 -0.5273  0.37
H -0.5323 2.6656 1.1475  0.33
C 0.7626 0.1979 1.0166  -0.63
C 0.6284 -1.3232 0.9553  -0.63
H -0.1879 -0.0350 -3.4000  0.33
H -1.2139 -0.7310 -2.0492  0.25
C -0.7500 2.0612 0.2760  -0.71
H 1.3906 -1.8222 1.5446  0.35
H 0.8001 -1.6838 -0.0638  0.33
H 0.7140 0.5735 2.0348  0.41
C -0.3714 -0.1093 -2.3410  -0.55
H -1.1085 -2.3704 0.7506  0.27
H 1.2064 1.0367 -1.6499  0.33
H -1.2987 -1.0043 1.5996  0.27

* HOMO level (alpha / beta): -13.41 / -13.39 eV
* multiplicity: 2
* gap between HOMO and LUMO (alpha / beta): 8.2 / 4.8 eV
* E_LUMO (alpha / beta): -5.20 / -8.64 eV
* charge: +1
* energy relative to the best compared isomer or geometry (same formula, charge and spin): 66.19 kcal per mole
* <S²>: 0.758

---

# 4
Molecular formula: C5H11NO
Method: DFT, ωB97M-V/def2-TZVPD

Each line ends with the Mulliken charge.
CARTESIAN COORDINATES (ANGSTROEM)
H -1.0142 -1.5051 2.0305  0.34
H 3.2791 0.7372 -1.8045  0.31
H 1.2450 2.5524 0.2658  0.25
H 0.4166 -0.7333 2.4109  0.39
H -1.0351 1.7739 0.0011  0.25
C -2.7948 -0.2218 -0.8265  -0.74
H -2.9737 0.7494 -0.4764  0.32
H -3.3181 -0.5006 -1.7071  0.29
C -0.6612 -0.2549 0.4001  0.52
H 3.9751 -0.4375 -1.3880  0.31
O 3.0913 -0.1938 -1.5795  -0.64
H 0.7081 -1.8187 1.2198  0.33
H -1.4964 -1.9017 -0.7125  0.30
H 1.6561 0.9784 0.1475  0.25
N 1.0204 1.6331 0.5467  -0.53
C -0.3714 1.1175 0.4749  -0.35
C -1.6388 -0.8192 -0.5488  -0.29
C -0.0881 -1.1553 1.5460  -1.30

* HOMO level: -7.26 eV
* gap between HOMO and LUMO: 7.8 eV
* E_LUMO: 0.55 eV
* structure (SMILES): C=C/C(C)=C/N.O
* energy relative to the best compared isomer or geometry (same formula, charge and spin): 90.67 kcal per mole

---

# 5
Molecular formula: C2H5NS2
Method: DFT, ωB97M-V/def2-TZVPD

Each line ends with the Mulliken charge.
CARTESIAN COORDINATES (ANGSTROEM)
H -0.5520 -0.7127 -1.4113  0.22
C 0.1795 1.2579 0.7882  -0.09
H -2.2045 0.1019 -1.2225  0.22
H 3.2239 -1.1691 -0.4038  0.18
H 3.1448 0.5713 0.2472  0.14
S 2.7161 -0.0402 -0.8464  -0.33
S -1.5664 -1.4446 0.6439  -0.45
N -0.5945 0.5901 0.2207  0.08
C -1.2131 -0.2566 -0.6945  -0.29
H 0.2080 1.6532 1.7917  0.32

* HOMO level: -7.58 eV
* gap between HOMO and LUMO: 6.7 eV
* E_LUMO: -0.85 eV
* energy relative to the best compared isomer or geometry (same formula, charge and spin): 104.53 kcal per mole

---

# 6
Molecular formula: C4H3NO
Method: DFT, ωB97M-V/def2-TZVPD

Each line ends with the Mulliken charge.
CARTESIAN COORDINATES (ANGSTROEM)
C -1.2180 -0.9053 -0.1351  -0.42
C 1.9623 0.2248 -0.0619  0.32
N 0.4638 2.1330 -0.0456  -0.45
H -1.8706 -2.2955 1.6126  0.36
C -1.5519 -1.6201 0.8041  -0.25
H -0.8561 -0.1988 -0.8941  0.38
C 0.8287 0.9682 -0.3150  0.17
H -0.3469 2.4675 -0.6311  0.29
O 2.5887 -0.7738 -0.3340  -0.39

* HOMO level (alpha / beta): -7.96 / -10.64 eV
* multiplicity: 3
* gap between HOMO and LUMO (alpha / beta): 7.9 / 8.6 eV
* E_LUMO (alpha / beta): -0.10 / -2.02 eV
* energy relative to the best compared isomer or geometry (same formula, charge and spin): 45.77 kcal per mole
* <S²>: 2.019